Entry 1:
The following is a DFT calculation (wB97M-V/def2-TZVPD) of C39H66BI2MoN6S3Si as an isolated structure at a distorted geometry.

**Multiplicity**: 3
**Total charge**: +3
**F_max**: 1.07 eV/Å
**E_LUMO (alpha / beta)**: -0.3550 / -0.3468 hartree
**Gap between HOMO and LUMO (alpha / beta)**: 6.545 / 6.749 eV
**E_HOMO (alpha / beta)**: -0.5956 / -0.5948 Eh
**Calculated total energy**: -4025.94797 a.u.

Each line ends with the Löwdin spin population.
Positions of all 119 atoms, in Å:
Mo1 -1.293 -1.819 2.023  1.823
C1 -0.812 -4.813 -2.370  0.001
C2 -0.358 -3.402 -2.168  0.002
C3 0.080 -2.597 -3.187  0.000
C4 0.439 -1.250 -2.952  0.001
N1 0.475 -0.771 -1.726  0.002
N2 0.106 -1.571 -0.733  0.010
B1 0.352 -1.154 0.743  0.013
N3 1.651 -1.959 1.195  0.003
N4 2.547 -2.197 0.242  -0.001
C5 3.657 -2.828 0.564  -0.001
C6 3.918 -3.174 1.908  0.001
C7 2.993 -2.937 2.891  -0.001
C8 3.195 -3.327 4.322  0.000
C9 1.794 -2.336 2.459  0.014
S1 0.412 -2.170 3.538  -0.014
C10 4.618 -3.200 -0.548  0.000
C11 5.983 -2.550 -0.271  0.000
C12 4.091 -2.739 -1.906  0.000
C13 4.769 -4.731 -0.548  0.000
N5 0.725 0.367 0.947  -0.001
N6 1.908 0.734 0.470  -0.001
C14 2.430 1.883 0.857  0.000
C15 1.801 2.632 1.871  0.001
C16 0.573 2.268 2.362  0.000
C17 -0.086 3.019 3.479  0.000
C18 0.003 1.119 1.782  0.012
S2 -1.627 0.564 2.219  0.021
C19 3.714 2.350 0.201  0.000
C20 3.303 3.432 -0.817  0.000
C21 4.415 1.199 -0.518  0.000
C22 4.666 2.955 1.240  0.000
C23 -0.377 -2.803 -0.895  0.015
S3 -1.072 -3.607 0.508  0.032
C24 0.737 -0.303 -4.100  0.000
C25 1.491 0.935 -3.617  0.000
C26 -0.625 0.118 -4.684  0.000
C27 1.565 -1.012 -5.179  0.000
H1 -0.718 -5.104 -3.413  0.000
H2 -1.855 -4.928 -2.070  0.000
H3 -0.224 -5.502 -1.761  0.000
H4 0.128 -2.993 -4.192  0.000
H5 4.851 -3.659 2.165  0.000
H6 4.201 -3.708 4.478  0.000
H7 2.484 -4.102 4.614  0.000
H8 3.040 -2.475 4.985  0.000
H9 5.911 -1.463 -0.262  0.000
H10 6.682 -2.836 -1.056  0.000
H11 6.409 -2.878 0.678  0.000
H12 3.925 -1.661 -1.929  0.000
H13 3.150 -3.236 -2.155  0.000
H14 4.822 -2.994 -2.673  0.000
H15 5.257 -5.095 0.357  0.000
H16 5.387 -5.031 -1.393  0.000
H17 3.801 -5.228 -0.644  0.000
H18 2.305 3.494 2.288  0.000
H19 0.648 3.629 4.000  0.000
H20 -0.545 2.336 4.194  0.000
H21 -0.864 3.687 3.108  0.000
H22 2.662 3.014 -1.595  0.000
H23 4.196 3.839 -1.291  0.000
H24 2.776 4.259 -0.334  0.000
H25 3.725 0.630 -1.138  0.000
H26 4.870 0.518 0.203  0.000
H27 5.207 1.600 -1.150  0.000
H28 4.285 3.876 1.681  0.000
H29 5.606 3.207 0.750  0.000
H30 4.889 2.246 2.040  0.000
H31 0.987 1.414 -2.778  0.000
H32 1.560 1.651 -4.436  0.000
H33 2.506 0.677 -3.309  0.000
H34 -1.212 0.669 -3.945  0.000
H35 -1.204 -0.745 -5.019  0.000
H36 -0.466 0.767 -5.545  0.000
H37 2.460 -1.474 -4.758  0.000
H38 1.887 -0.278 -5.918  0.000
H39 0.995 -1.771 -5.716  0.000
I1 -3.313 -2.701 4.152  0.022
I2 -2.410 -4.821 5.488  0.017
C28 -4.761 1.342 3.495  0.000
C29 -4.615 2.299 2.297  0.001
C30 -6.023 2.582 1.717  0.000
C31 -4.035 3.623 2.809  0.000
Si1 -3.617 1.588 0.854  0.002
C32 -4.299 -0.034 0.095  0.001
C33 -5.150 -0.856 1.069  0.005
C34 -3.172 -0.941 -0.388  0.006
C35 -5.198 0.330 -1.110  0.000
C36 -2.811 2.771 -0.392  0.000
C37 -2.034 2.033 -1.494  0.000
C38 -3.980 3.567 -1.022  0.000
C39 -1.847 3.786 0.232  0.000
H40 -5.232 1.893 4.311  0.000
H41 -3.804 0.980 3.878  0.000
H42 -5.403 0.492 3.276  0.000
H43 -6.657 2.949 2.528  0.000
H44 -6.511 1.698 1.306  0.000
H45 -6.009 3.353 0.947  0.000
H46 -4.669 3.984 3.622  0.000
H47 -4.031 4.398 2.044  0.000
H48 -3.027 3.507 3.208  0.000
H49 -4.564 -1.208 1.923  0.004
H50 -5.530 -1.739 0.548  0.000
H51 -6.010 -0.312 1.450  0.000
H52 -2.602 -1.249 0.505  0.009
H53 -2.466 -0.464 -1.065  0.000
H54 -3.562 -1.854 -0.844  0.000
H55 -6.068 0.911 -0.799  0.000
H56 -5.573 -0.596 -1.553  0.000
H57 -4.682 0.881 -1.891  0.000
H58 -2.652 1.352 -2.076  0.000
H59 -1.178 1.477 -1.098  0.000
H60 -1.642 2.778 -2.192  0.000
H61 -4.719 2.941 -1.521  0.000
H62 -3.565 4.241 -1.776  0.000
H63 -4.495 4.187 -0.289  0.000
H64 -1.020 3.296 0.737  0.000
H65 -2.328 4.468 0.927  0.000
H66 -1.422 4.392 -0.573  0.000



Entry 2:
The following is a DFT calculation (wB97M-V/def2-TZVPD) of a 6-piece molecular cluster, C39H66BN6O6S overall at a distorted geometry.

**Multiplicity**: 1
**Total charge**: +1
**F_max**: 3.65 eV/Å
**E_LUMO**: -0.1743 hartree
**Gap between HOMO and LUMO**: 6.301 eV
**E_HOMO**: -0.4058 Eh
**Calculated total energy**: -2728.40969 a.u.

Each line ends with the Mulliken charge.
Positions of all 119 atoms, in Å:
C1 -4.102 4.683 -7.775  -0.954
C2 -5.020 4.320 -6.532  -0.494
C3 -4.382 3.263 -5.546  -0.182
O1 -4.031 3.989 -4.299  -0.497
C4 -2.623 4.096 -4.342  0.374
O2 -2.150 4.839 -5.158  -0.468
C5 -1.833 3.200 -3.355  0.676
C6 -2.642 2.321 -2.469  -1.066
C7 -1.965 1.416 -1.547  -0.453
N1 -0.567 1.353 -1.437  1.094
B1 -0.040 0.375 -0.425  0.386
O3 1.190 -0.274 -0.474  -0.480
O4 -0.902 0.045 0.650  -0.494
C8 -0.773 1.000 1.742  -0.589
C9 0.227 2.171 -2.250  0.059
C10 1.773 2.155 -2.142  -0.554
C11 2.500 1.118 -3.100  -0.678
C12 1.671 0.684 -4.369  -0.388
C13 0.858 -0.649 -4.167  0.395
O5 0.946 -1.368 -3.207  -0.487
O6 0.001 -1.037 -5.209  -0.362
C14 -1.354 -0.573 -4.971  0.478
C15 -2.239 -1.220 -6.116  -1.208
C16 -0.366 3.113 -3.243  0.165
C17 0.510 4.021 -4.181  -1.333
C18 0.525 5.541 -3.773  -1.057
C19 0.885 5.806 -2.249  -0.237
S1 2.542 6.620 -2.097  -0.234
H1 -3.443 5.556 -7.515  0.213
H2 -4.770 5.010 -8.618  0.330
H3 -3.465 3.828 -8.127  0.273
H4 -5.985 3.893 -6.913  0.355
H5 -5.262 5.250 -5.942  0.252
H6 -3.485 2.754 -5.997  0.187
H7 -5.098 2.449 -5.235  0.346
H8 -3.754 2.380 -2.540  0.541
H9 -2.635 0.760 -0.933  0.468
H10 1.727 -0.107 0.321  0.261
H11 -0.587 2.061 1.424  0.284
H12 -0.032 0.601 2.484  0.350
H13 -1.763 1.006 2.277  0.053
H14 2.167 3.181 -2.392  0.163
H15 2.156 1.956 -1.100  0.541
H16 3.422 1.643 -3.494  0.375
H17 2.902 0.215 -2.556  0.282
H18 2.429 0.438 -5.176  0.570
H19 1.017 1.482 -4.804  -0.004
H20 -1.325 0.550 -5.077  -0.082
H21 -1.787 -0.925 -3.998  0.174
H22 -2.059 -0.731 -7.118  0.348
H23 -1.945 -2.298 -6.266  0.131
H24 -3.330 -1.133 -5.859  0.352
H25 0.097 3.871 -5.223  0.585
H26 1.577 3.657 -4.242  0.621
H27 -0.411 6.105 -4.014  0.306
H28 1.343 6.023 -4.387  0.627
H29 0.081 6.456 -1.813  0.395
H30 0.940 4.867 -1.631  -0.016
H31 3.363 5.649 -1.544  0.131
C20 -3.169 -1.753 4.138  -1.156
C21 -2.966 -1.336 5.590  -0.157
C22 -3.413 0.103 5.866  -0.450
C23 -2.628 1.051 5.029  0.347
N2 -2.019 1.782 4.382  -0.511
H32 -2.571 -1.144 3.456  0.089
H33 -2.865 -2.792 3.996  0.396
H34 -4.219 -1.664 3.848  0.328
H35 -1.910 -1.451 5.848  0.196
H36 -3.528 -2.013 6.236  0.387
H37 -3.260 0.349 6.918  0.243
H38 -4.474 0.225 5.640  0.349
C24 -2.143 -6.735 -8.181  -1.136
C25 -0.976 -5.982 -8.811  -0.476
C26 -0.843 -4.548 -8.291  -0.281
C27 -2.077 -3.775 -8.604  0.232
N3 -3.031 -3.180 -8.848  -0.467
H39 -3.100 -6.266 -8.419  0.355
H40 -2.182 -7.759 -8.558  0.328
H41 -2.041 -6.778 -7.093  0.296
H42 -1.105 -5.972 -9.896  0.303
H43 -0.050 -6.523 -8.603  0.306
H44 0.011 -4.056 -8.760  0.329
H45 -0.685 -4.544 -7.210  0.270
C28 -1.243 -0.920 9.361  -1.112
C29 -0.774 -2.195 10.051  -0.209
C30 -0.339 -3.280 9.065  -0.125
C31 -1.479 -3.658 8.186  0.110
N4 -2.362 -3.951 7.508  -0.501
H46 -2.126 -1.099 8.740  0.176
H47 -1.515 -0.165 10.101  0.408
H48 -0.455 -0.505 8.726  0.313
H49 -1.582 -2.573 10.685  0.319
H50 0.067 -1.955 10.709  0.191
H51 0.001 -4.167 9.605  0.226
H52 0.487 -2.925 8.444  0.305
C32 5.546 -0.433 0.103  -0.748
C33 6.700 0.338 -0.530  -0.446
C34 6.793 1.785 -0.036  -0.466
C35 5.544 2.519 -0.375  0.243
N5 4.577 3.084 -0.639  -0.362
H53 4.579 0.008 -0.153  -0.064
H54 5.537 -1.464 -0.254  0.343
H55 5.638 -0.453 1.192  0.372
H56 6.582 0.324 -1.617  0.273
H57 7.637 -0.175 -0.303  0.326
H58 7.639 2.289 -0.506  0.283
H59 6.940 1.813 1.046  0.297
C36 2.929 -5.025 11.945  -0.990
C37 4.088 -4.265 11.307  -0.402
C38 4.181 -2.812 11.782  -0.459
C39 2.936 -2.079 11.428  0.255
N6 1.972 -1.514 11.152  -0.477
H60 1.965 -4.585 11.678  0.191
H61 2.920 -6.061 11.600  0.321
H62 3.016 -5.030 13.034  0.323
H63 3.975 -4.292 10.220  0.274
H64 5.023 -4.777 11.546  0.308
H65 5.031 -2.315 11.310  0.287
H66 4.323 -2.770 12.864  0.277



Question: What is the multiplicity in the second record?
Answer: 1